# 1
The following is a DFT calculation (ωB97M-V with the def2-TZVPD basis set) of a cluster of 5 separate species, C15H31INO12S in total at a distorted geometry.

Values from the calculation:
- Lowest unoccupied orbital energy: 2.068 eV
- Spin multiplicity: 1
- Gap between HOMO and LUMO: 4.65 eV
- Net charge: -1
- Energy above the lowest of the compared OMol25 structures with the same formula, charge and spin: 0.0 kcal per mole

Each line ends with the natural charge from an NBO analysis.
Positions of all 61 atoms, in Å:
I (0.08254, -5.26989, 3.21302)  -0.29
S (-2.34412, -3.74263, 1.41038)  0.09
O (-5.88241, -4.59669, -4.16378)  -0.50
O (-4.44971, -3.64117, -2.86377)  -0.50
O (2.67457, 0.26796, 0.08722)  -0.48
O (-1.01057, 3.76093, -5.16887)  -0.65
O (-6.42281, -4.30904, -1.98810)  -0.65
O (2.43347, 3.62234, 6.84890)  -0.64
O (3.37459, 5.47302, 5.95726)  -0.50
O (-2.05731, 1.92009, -4.37899)  -0.49
O (3.72596, 2.12552, -0.65396)  -0.66
O (2.77569, 3.87988, 4.63021)  -0.50
O (-0.63270, 2.91634, -3.10687)  -0.49
O (4.08821, 1.23625, 1.39226)  -0.49
N (-0.87491, -3.85836, 0.56704)  -0.90
C (3.51328, 1.28753, 0.18703)  0.98
C (2.20272, 2.58353, 4.41093)  -0.26
C (1.97831, 0.18239, -1.15784)  -0.26
C (-4.04345, -3.15802, -1.56510)  -0.27
C (1.40010, -4.46078, 0.54973)  -0.43
C (-0.01881, -4.85021, 0.99439)  -0.04
C (0.30793, 3.96822, -2.88115)  -0.26
C (1.81420, -3.09686, 1.06097)  -0.61
C (5.01916, 2.28790, 1.63928)  -0.26
C (-5.65132, -4.18933, -2.90393)  0.98
C (3.48568, 6.00445, 7.27684)  -0.25
C (2.82039, 4.25687, 5.90402)  0.98
C (-7.15311, -5.21204, -4.34769)  -0.25
C (-2.75888, 1.81895, -5.61786)  -0.26
C (-1.21290, 2.94760, -4.30432)  0.98
H (1.36777, 1.06907, -1.31926)  0.19
H (2.78609, 1.81493, 4.91247)  0.20
H (0.71057, 3.82825, -1.88237)  0.20
H (2.78807, -2.83485, 0.65817)  0.18
H (2.12324, -5.18816, 0.90203)  0.19
H (4.52501, 3.25718, 1.59609)  0.19
H (-0.24213, -5.83122, 0.57682)  0.14
H (1.33018, -0.68710, -1.10046)  0.22
H (5.83950, 2.25122, 0.92477)  0.19
H (2.50336, 6.11264, 7.73255)  0.19
H (-2.06370, 1.67857, -6.44327)  0.19
H (1.88561, -3.14174, 2.13724)  0.21
H (1.17000, 2.55454, 4.75024)  0.20
H (-7.24294, -6.10495, -3.73143)  0.19
H (2.67738, 0.04752, -1.98120)  0.19
H (1.12423, 3.91405, -3.59831)  0.19
H (2.22811, 2.39956, 3.34113)  0.20
H (1.34993, -4.43421, -0.53307)  0.20
H (-3.99696, -3.96619, -0.84268)  0.23
H (4.11716, 5.37008, 7.89588)  0.19
H (5.41268, 2.13902, 2.64090)  0.19
H (-2.71566, -2.49454, 1.05933)  0.06
H (-7.21328, -5.49197, -5.39631)  0.19
H (-3.04939, -2.73846, -1.68009)  0.21
H (-3.36933, 2.70388, -5.78770)  0.19
H (-4.72592, -2.38091, -1.22327)  0.18
H (-7.95739, -4.51604, -4.11439)  0.19
H (-3.40194, 0.94779, -5.53718)  0.20
H (-0.17923, 4.93986, -2.93735)  0.19
H (1.08910, -2.35595, 0.77546)  0.22
H (3.94606, 6.98339, 7.17803)  0.19

=====

# 2
The following is a DFT calculation (ωB97M-V with the def2-TZVPD basis set) of a structure of composition C10H26F6N2O15PS3 at a distorted geometry.

Values from the calculation:
- Lowest unoccupied orbital energy (alpha / beta): -0.443 / -0.622 eV
- Spin multiplicity: 2
- Gap between HOMO and LUMO (alpha / beta): 3.89 / 9.71 eV

Each line ends with the natural charge from an NBO analysis.
Positions of all 63 atoms, in Å:
S (-4.80802, 0.40700, -3.48604)  2.49
S (1.54802, -0.11960, -2.28432)  2.45
S (0.14119, 5.32279, 0.37575)  2.46
P (-1.11280, -0.11430, 1.61709)  2.60
F (-0.17084, -1.16225, 0.82159)  -0.59
F (-2.18240, -0.08412, 0.35353)  -0.59
F (-0.41251, 1.20087, 1.08965)  -0.56
F (-1.86623, -1.41156, 2.12611)  -0.61
F (-0.24941, -0.10510, 2.97481)  -0.59
F (-2.18075, 0.81546, 2.48980)  -0.60
O (-5.40234, 0.48172, -2.11430)  -0.89
O (-0.85141, 4.04204, -0.10129)  -0.69
O (-3.91970, -0.97916, -3.61380)  -0.68
O (-0.98089, 5.85210, 1.42406)  -0.69
O (-5.69245, 0.48546, -4.59255)  -0.87
O (1.29981, 4.95535, 1.17490)  -0.87
O (0.36038, -0.98375, -1.97665)  -0.89
O (2.36883, -0.29083, -3.45681)  -0.86
O (-3.54258, 1.38251, -3.58695)  -0.67
O (0.34590, 6.21474, -0.77611)  -0.85
O (4.63458, -1.78826, 0.44317)  -0.47
O (1.01835, 1.41559, -2.24733)  -0.66
O (6.52117, -1.87167, 1.58972)  -0.62
O (4.69122, -2.73298, 2.37139)  -0.45
O (2.46624, 0.12037, -0.89251)  -0.67
N (-1.88904, -3.29673, 0.25694)  -1.05
N (-1.04703, -2.26791, 4.45195)  -1.05
C (3.33525, -2.80000, 1.96310)  -0.13
C (5.31137, -2.09516, 1.53253)  0.95
C (-2.61289, -0.77956, -3.09097)  -0.11
C (-2.15923, 4.06240, 0.48662)  -0.09
C (2.06339, 2.20788, -1.83557)  -0.14
C (2.73540, 1.46995, -0.70480)  -0.11
C (-1.94850, 4.84642, 1.82037)  -0.09
C (3.47717, -2.48203, 0.46448)  0.06
C (3.42612, -3.64936, -0.61587)  -0.64
C (-2.30359, 0.65313, -3.49152)  -0.11
H (-1.01348, -3.15588, 3.97186)  0.22
H (-2.04233, -3.97849, 0.98619)  0.28
H (3.82364, 1.42481, -0.74705)  0.21
H (-1.94974, -1.52950, -3.52214)  0.22
H (-0.07701, -1.99186, 4.50643)  0.42
H (2.89944, -3.73665, 2.31072)  0.20
H (3.44478, -3.20622, -1.61154)  0.23
H (-2.90697, 5.22772, 2.17260)  0.21
H (-2.96556, 4.59970, -0.01261)  0.19
H (-1.55908, 1.10108, -2.83339)  0.22
H (-1.51734, -2.47503, 5.32143)  0.43
H (2.57675, 2.63785, -2.69562)  0.21
H (-1.30834, -2.48996, 0.43586)  0.46
H (2.48763, -4.20372, -0.62000)  0.21
H (-1.64498, 4.13694, 2.59018)  0.20
H (-1.17258, -3.71610, -0.31830)  0.41
H (2.44671, 1.53628, 0.34418)  0.22
H (1.55626, 3.08397, -1.43133)  0.22
H (-1.33445, -1.58987, 3.76075)  0.47
H (-2.59365, 3.07356, 0.63348)  0.23
H (-2.59660, -0.91617, -2.00969)  0.20
H (2.80224, -2.04823, 2.54521)  0.18
H (-1.72517, 0.75855, -4.40935)  0.20
H (-2.79395, -3.12930, -0.15924)  0.43
H (2.56691, -1.94173, 0.20452)  0.20
H (4.18509, -4.39317, -0.37334)  0.22